A structure of composition C32H47IN8O3Rb. Source: the OMol25 dataset; level of theory: ωB97M-V with the def2-TZVPD basis set.

Results
LUMO level = -2.63 eV
orbital gap = 7.311 eV
calculated total energy = -60761.728 eV

The geometry in ORCA input format:
```
! RIJCOSX wB97M-V def2-TZVPD def2/J DEFGRID3
* xyz 1 1
Rb -0.08140 -0.06548 0.30520
C 4.92583 -6.11881 -1.80485
C 3.77150 -5.32393 -1.24962
C 3.24049 -5.55852 -0.02502
C 2.11280 -4.82652 0.47566
C 1.65010 -5.16375 1.73901
N 0.47309 -4.91145 2.29769
C -0.80337 -4.72423 1.60371
C -1.56483 -3.46496 2.00302
C -3.05574 -3.53556 1.68069
N -3.35800 -4.18788 0.40046
C -4.06543 -3.75755 -0.63305
C -4.35603 -2.49217 -1.13281
C -5.34717 -2.47031 -2.17872
C -5.61496 -1.37420 -2.92034
C -6.68896 -1.33220 -3.97578
C -4.78245 -0.23132 -2.70242
C -3.79832 -0.19612 -1.76641
C -2.89112 0.98513 -1.66916
N -2.04056 1.35182 -2.53764
C -1.81838 0.53977 -3.74429
C -1.04665 -0.74060 -3.42438
C 0.43326 -0.51602 -3.08221
N 0.85145 -1.53392 -2.14008
C 1.71061 -2.39720 -2.47527
C 2.17725 -3.47248 -1.58689
C 3.18550 -4.27867 -2.02239
C 1.60637 -3.66482 -0.25286
O 0.81573 -2.86175 0.26522
C -3.58646 -1.29587 -0.83794
O -2.73282 -1.20885 0.07376
H 5.34196 -6.78362 -1.04876
H 5.72580 -5.46351 -2.15626
H 4.61042 -6.73169 -2.65300
H 3.65870 -6.34597 0.59828
H 2.32785 -5.72045 2.38257
H 0.38780 -5.18022 3.26465
H -1.40041 -5.61357 1.84056
H -0.61118 -4.71949 0.53623
H -1.11345 -2.62565 1.48940
H -1.47255 -3.30930 3.08310
H -3.47062 -2.53745 1.65922
H -3.57585 -4.11588 2.44698
H -3.23619 -5.18742 0.41343
H -4.46346 -4.57938 -1.22346
H -5.90533 -3.38483 -2.36196
H -7.16822 -2.30412 -4.09162
H -6.27841 -1.03865 -4.94461
H -7.46165 -0.60511 -3.71594
H -4.92312 0.63455 -3.34556
H -2.97362 1.60820 -0.77289
H -1.24604 1.15051 -4.44296
H -2.75756 0.28160 -4.23304
H -1.12031 -1.42938 -4.26887
H -1.51553 -1.23557 -2.57185
H 0.55129 0.45106 -2.58314
H 1.03405 -0.50146 -3.99930
H 2.17830 -2.37601 -3.47069
H 3.59418 -4.09326 -3.01371
C 1.75441 2.27413 2.82010
C 2.15331 0.98631 3.55794
N 1.68681 -0.20710 2.85314
C 0.92079 -1.16220 3.64736
C -0.43090 -0.59816 4.10434
N -1.19966 -0.01768 3.00438
C -1.75297 1.31394 3.24606
C -0.64657 2.36813 3.39027
N 0.37414 2.22299 2.36447
H 2.38726 2.38133 1.93570
H 1.96798 3.13211 3.47442
H 1.72809 0.99866 4.56488
H 3.23776 0.97872 3.69216
H 2.45182 -0.68564 2.39845
H 1.45736 -1.50488 4.54525
H 0.74710 -2.03667 3.01255
H -0.26012 0.16611 4.86491
H -0.97946 -1.39953 4.61084
H -1.93462 -0.64104 2.70262
H -2.39413 1.35336 4.13632
H -2.37355 1.56538 2.38114
H -0.18338 2.27582 4.37657
H -1.11558 3.35771 3.37494
H 0.21344 2.86036 1.59432
N -1.98213 4.24726 -1.61868
C -1.33123 4.24264 -0.45465
O -0.57263 3.33222 -0.13081
C -1.54448 5.35832 0.55335
I -2.65035 7.07887 -0.05796
H -1.89561 3.41130 -2.18700
H -2.60592 4.99176 -1.87404
H -0.57486 5.71277 0.88406
H -2.07383 4.94606 1.40748
*
```

=====

A cluster of 2 separate species, C9H14 in total in a non-equilibrium geometry. Source: the OMol25 dataset; level of theory: ωB97M-V with the def2-TZVPD basis set.

Results
LUMO level = 1.02 eV
orbital gap = 9.934 eV
calculated total energy = -9559.431 eV
ΔE to the lowest compared entry with this formula, charge and spin = 17.3 kcal per mole

The geometry in ORCA input format:
```
! RIJCOSX wB97M-V def2-TZVPD def2/J DEFGRID3
* xyz 0 1
C -1.52817 -2.04819 -1.65895
C -1.37375 -0.65915 -1.12114
C -1.41575 0.31738 -2.11268
C -1.14142 1.65927 -1.77129
C -0.86361 1.96811 -0.44903
C -1.09660 1.00760 0.54950
C -1.16847 -0.32927 0.22693
H -1.63566 -2.82119 -0.88532
H -0.67394 -2.31236 -2.30158
H -2.39770 -2.10711 -2.32208
H -1.63829 0.11879 -3.15185
H -0.79819 2.36658 -2.52153
H -0.57137 2.96738 -0.16297
H -1.05560 1.40809 1.56649
H -1.15391 -1.16584 0.92365
C 2.14103 0.28373 2.59672
C 2.45119 -0.32686 1.19330
H 2.71120 -0.17461 3.40914
H 2.47711 1.30718 2.56673
H 1.08722 -0.00725 2.80040
H 2.08211 -1.35645 1.15200
H 3.52575 -0.42607 1.02478
H 2.03678 0.33024 0.44877
*
```

=====

A structure of composition C19H26B5CaF20O18 in a non-equilibrium geometry. Source: the OMol25 dataset; level of theory: ωB97M-V with the def2-TZVPD basis set.

Results
LUMO level = 4.92 eV
orbital gap = 8.698 eV
calculated total energy = -133186.839 eV

The geometry in ORCA input format:
```
! RIJCOSX wB97M-V def2-TZVPD def2/J DEFGRID3
* xyz -3 1
Ca 1.93979 1.70480 -1.51586
B 2.10248 0.69622 -4.19144
F 2.30433 1.90838 -3.70028
F 1.45160 0.90108 -5.39993
F 3.34224 0.09513 -4.32387
F 1.41457 -0.04275 -3.28759
B 3.77746 3.88424 -0.93616
F 3.14302 3.70511 -2.12365
F 3.39713 2.87021 -0.07865
F 5.07786 3.83579 -1.21801
F 3.37005 5.10942 -0.59344
B -0.92253 2.78860 -3.54147
F -1.47910 1.64644 -4.03803
F -0.46801 3.39089 -4.67267
F -1.89905 3.58394 -3.06462
F 0.05931 2.51216 -2.62313
B 0.19779 0.38102 0.26468
F 0.00577 0.61422 -1.04827
F 0.34390 -0.99577 0.50807
F 1.20540 1.15826 0.60806
F -0.93362 0.66774 0.97901
B 4.36484 -0.40617 -1.52990
F 4.93721 0.69755 -2.09798
F 4.48439 -1.28806 -2.58318
F 5.13187 -0.76089 -0.43220
F 3.05684 -0.14324 -1.21471
C -3.00827 -2.44209 -1.77204
C -2.58341 -2.66874 -0.28138
O -3.68326 -3.45532 0.22882
C -4.40261 -4.03722 -0.79319
O -5.20111 -4.94773 -0.63853
O -3.71053 -3.74041 -1.96995
H -2.13182 -2.38408 -2.41747
H -3.63432 -1.58213 -2.01004
H -2.47124 -1.71272 0.23004
H -1.59393 -3.12473 -0.24812
C -4.03699 1.61718 0.57238
C -3.19354 2.24860 -0.52461
O -3.94210 3.45950 -0.86833
C -5.27370 3.27112 -0.47347
O -6.23346 3.96153 -0.80717
O -5.36300 2.13007 0.29069
H -3.83410 2.08058 1.53788
H -3.74866 0.56783 0.63413
H -3.15836 1.69301 -1.46172
H -2.12630 2.40701 -0.36967
C -0.92333 5.97132 1.60812
C -1.32889 4.73619 2.29919
O -0.58772 3.79545 1.55824
C -0.08852 4.24854 0.42859
O 0.63041 3.63928 -0.36403
O -0.33939 5.56310 0.41269
H -0.19709 6.52355 2.20454
H -1.66949 6.74465 1.42568
H -2.37062 4.46952 2.12092
H -1.04258 4.71310 3.35067
C 2.05217 -4.03825 -2.19833
C 0.64693 -3.38807 -2.43226
O -0.14462 -4.52882 -2.40515
C 0.57449 -5.65485 -2.73810
O 0.12665 -6.78268 -3.03974
O 1.80994 -5.33775 -2.80275
H 2.22008 -3.98882 -1.12248
H 2.92043 -3.49017 -2.56418
H 0.43036 -2.72108 -3.26671
H 0.30469 -2.90157 -1.51887
C 2.47905 -4.67890 1.91527
C 1.32054 -3.65141 1.86426
O 0.53439 -4.30906 0.91387
C 0.77168 -5.58467 0.91377
O 0.08158 -6.37250 0.27257
O 1.81509 -5.89133 1.63930
H 2.90136 -4.55617 2.91263
H 3.18167 -4.41420 1.12510
H 1.72373 -2.73695 1.42914
H 0.80634 -3.52553 2.81707
C -0.34084 -0.86020 3.92554
C 0.88855 0.07124 4.03739
C 0.47961 1.52729 3.67813
O 0.61252 2.27479 4.90204
C 0.91578 1.47971 5.90167
O 0.99889 1.86752 7.05957
O 1.21243 0.20556 5.42176
H -0.83928 -0.97338 4.88827
H 0.02454 -1.87867 3.79398
H -1.00571 -0.71699 3.07376
H 1.67135 -0.29484 3.37308
H -0.50845 1.65248 3.23524
H 1.17647 1.93802 2.94752
*
```